# 1
Entry from OMol25: 2 unconnected molecules or ions with the total composition C6H15O2 at a distorted geometry (the ωB97M-V functional and the def2-TZVPD basis).

For the HOMO energy, the calculation gives -2.978 eV. As for the energy above the lowest of the compared OMol25 structures with the same formula, charge and spin: 1.494 eV. The electronic energy comes out at -10559.1522 eV. As for the net charge: -1.

Structure (XYZ):
```
23
Properties=species:S:1:pos:R:3:forces:R:3
C 1.2166 -0.3614 0.5020 -0.9 4.0 0.8
O 2.5528 -0.3793 0.3015 -0.7 -0.6 0.2
C 0.3002 -0.8486 -0.6407 -0.6 -2.2 -0.3
C -1.0484 -1.4286 -0.0285 0.6 -1.7 -2.2
C -1.8893 -0.3084 0.5464 -1.2 0.2 1.9
C -2.2355 0.8306 -0.4167 0.1 0.7 -0.8
C -2.7999 0.3220 -1.7953 -1.1 1.0 -0.9
H 0.8034 -0.6802 1.5639 0.7 -0.5 -1.6
H 0.8281 0.7857 0.5787 0.6 -1.2 0.1
H -0.0403 -0.2449 -1.5011 0.5 1.1 0.8
H 0.9521 -1.5412 -1.2260 -0.7 -0.6 0.7
H -0.7965 -2.3826 0.5105 -0.3 1.4 0.7
H -1.7078 -1.9124 -0.8035 0.7 0.5 0.1
H -1.3289 0.1639 1.3911 -0.7 -0.4 -0.3
H -2.9279 -0.6589 0.9061 1.6 0.0 -0.1
H -2.9500 1.5676 0.0712 0.6 -1.1 -0.5
H -1.3249 1.4528 -0.5642 -0.4 -0.5 -0.2
H -2.5642 1.1005 -2.6147 0.0 -1.4 1.1
H -3.9685 0.3617 -1.8220 1.9 -0.6 0.3
H -2.4108 -0.7264 -2.0778 -0.7 1.9 0.3
H 4.4377 1.7663 1.2276 0.3 -0.1 -0.2
H 3.1580 0.8544 1.1004 0.0 0.1 -0.3
O 3.5194 1.7369 1.4805 -0.4 0.0 0.3
```
Positions in Å, forces in eV/Å.

# 2
Entry from OMol25: 2 unconnected molecules or ions with the total composition C6H15O3 at a distorted geometry (the ωB97M-V functional and the def2-TZVPD basis).

For the HOMO energy (alpha / beta), the calculation gives -9.518 / -9.629 eV. Its expectation value of S² is 0.7539. Its multiplicity is 2. As for the energy above the lowest of the compared OMol25 structures with the same formula, charge and spin: 1.652 eV. The electronic energy comes out at -12602.8373 eV. As for the net charge: 0.

Structure (XYZ):
```
24
Properties=species:S:1:pos:R:3:forces:R:3
C 3.6104 0.9261 -0.0794 0.2 -0.1 0.0
O 2.2092 0.9294 -0.2228 -0.3 0.2 0.2
C 1.7380 -0.0598 -1.1203 0.3 -0.5 -0.1
C 0.2335 -0.0744 -1.1768 -1.2 0.2 3.0
H 3.8732 1.7161 0.6340 -0.1 -0.2 -0.2
H 3.9611 -0.0441 0.3120 0.0 0.2 -0.1
H 4.1044 1.1249 -1.0446 -0.1 0.0 0.2
H 2.0906 -1.0575 -0.7893 0.0 0.3 -0.1
H 2.1698 0.1382 -2.1175 -0.1 -0.1 0.1
H -0.1170 -0.9800 -1.6898 0.0 0.4 0.0
H -0.1720 0.8617 -1.5794 0.0 -0.5 -0.2
C -3.8620 0.5497 -0.5315 -0.3 -0.1 0.0
O -2.5256 0.7765 -0.1720 0.2 0.2 -0.2
C -1.9156 -0.3362 0.4343 -0.1 -0.4 0.0
C -0.4154 -0.1325 0.5248 -0.5 -0.3 -5.4
H -4.2539 1.4738 -0.9739 0.1 -0.2 0.1
H -3.9349 -0.2651 -1.2739 0.0 0.2 0.2
H -4.4759 0.2848 0.3475 0.1 0.0 -0.2
H -2.1018 -1.2573 -0.1521 -0.2 0.2 0.1
H -2.3515 -0.4902 1.4389 0.1 0.0 -0.1
H -0.0329 -1.1245 0.8251 0.6 1.3 0.9
H -0.2729 0.9460 0.7188 0.7 -1.0 1.2
O 0.8968 0.3888 2.3953 0.7 0.3 0.3
H 1.5315 0.6923 1.7039 -0.3 -0.1 0.2
```
Positions in Å, forces in eV/Å.